1.
Computed, not measured: a molecular structure, C38H57KN3OSbSi2Te, with the ωB97M-V functional and the def2-TZVPD basis.

Each line ends with the Mulliken charge.
CARTESIAN COORDINATES (ANGSTROEM)
Te: 0.670 -0.618 2.295  -0.07
Sb: -4.008 2.732 1.193  0.83
K: -0.900 0.647 -0.709  1.02
Si: 1.415 1.536 4.709  0.15
Si: 2.558 -3.172 1.140  0.26
O: 0.390 -0.774 -2.269  1.07
N: -3.039 -0.168 1.023  0.00
N: -0.974 3.056 0.743  0.63
N: -3.192 1.910 -1.681  0.21
C: -2.226 1.280 -3.819  -0.93
C: 3.115 0.677 -2.025  -1.09
C: 1.373 2.966 0.184  -0.43
C: -5.482 2.539 -1.428  -0.86
C: 0.966 -1.238 -3.346  -0.74
C: 0.227 3.622 0.897  0.23
C: 2.217 -2.252 -5.695  -1.20
C: -3.404 1.691 -2.984  0.65
C: -0.183 -3.846 -1.988  -0.98
C: 2.449 3.052 5.080  -1.04
C: 0.540 -2.457 -3.951  0.21
C: 2.042 -0.544 -3.977  0.56
C: -1.916 -2.530 -3.278  -1.14
C: 1.108 -4.304 1.491  -0.77
C: 2.635 -1.062 -5.120  -0.85
C: -3.660 0.494 3.231  -0.78
C: 1.167 -2.930 -5.095  -1.00
C: 2.100 0.711 3.161  -0.82
C: 1.944 -1.436 0.772  0.80
C: -4.662 1.865 -3.559  -0.83
C: -0.584 -3.279 -3.351  0.36
C: -2.256 -2.387 0.478  0.01
C: -0.692 5.350 2.272  -0.70
C: -3.472 0.759 1.879  0.12
C: 3.515 -3.770 -0.350  -0.90
C: -2.778 -1.399 1.477  0.12
C: -1.938 4.768 2.094  -0.78
C: 1.501 0.319 6.126  -1.05
C: 1.474 1.866 -3.523  -1.24
C: 3.664 -3.097 2.652  -1.11
C: -2.038 3.614 1.324  -0.23
C: -2.946 -1.740 2.816  -0.62
C: -4.207 2.328 -0.918  0.01
C: 0.406 4.769 1.667  -0.57
C: 2.549 0.781 -3.442  0.29
C: -5.713 2.292 -2.773  -0.52
C: -3.386 -0.779 3.706  -0.56
C: -0.363 2.048 4.420  -0.24
H: -1.008 -4.395 -1.523  0.51
H: -2.867 -2.380 -0.425  0.30
H: 3.898 -0.083 -1.976  0.38
H: 2.533 0.036 6.343  0.32
H: -0.735 2.640 5.260  0.48
H: 3.503 2.795 5.203  0.32
H: 1.459 -5.315 1.711  0.43
H: -6.280 2.886 -0.784  0.41
H: 3.371 1.086 -4.099  0.73
H: 0.536 -3.954 2.354  0.25
H: 2.897 -3.722 -1.250  0.19
H: -1.649 0.473 -3.363  -0.13
H: -6.698 2.435 -3.200  0.40
H: -2.225 -3.396 0.885  0.42
H: -1.018 1.180 4.308  -0.02
H: -4.800 1.666 -4.614  0.42
H: 0.663 -4.529 -2.091  0.42
H: 3.854 -4.800 -0.223  0.34
H: 0.818 -3.864 -5.527  0.39
H: 3.452 -0.508 -5.574  0.37
H: 0.947 -0.592 5.889  0.29
H: 1.404 -1.384 -0.181  -1.11
H: 0.117 -3.030 -1.329  -0.40
H: 2.322 3.448 0.413  0.45
H: -1.238 -2.127 0.172  -0.53
H: -2.542 0.944 -4.806  0.39
H: 3.545 1.632 -1.705  0.47
H: -2.722 -2.746 3.146  0.38
H: -2.194 -2.143 -4.261  0.36
H: 1.223 3.008 -0.896  0.16
H: 1.838 2.821 -3.132  0.48
H: 2.373 1.454 2.410  0.38
H: 1.073 0.745 7.037  0.33
H: -1.552 2.128 -3.951  0.26
H: 3.119 -2.710 3.517  0.25
H: 1.444 1.911 0.461  -0.62
H: -3.518 -1.017 4.754  0.43
H: -1.840 -1.687 -2.591  -0.28
H: 0.437 -4.366 0.631  0.11
H: -0.738 -4.130 -4.024  0.72
H: 2.114 3.540 5.999  0.33
H: -2.716 -3.193 -2.935  0.52
H: 2.326 0.390 -1.332  -0.31
H: 2.693 -2.639 -6.586  0.36
H: 4.042 -4.088 2.914  0.33
H: 2.988 0.125 3.404  0.58
H: 1.395 5.195 1.776  0.51
H: -0.581 6.244 2.873  0.40
H: 0.607 1.539 -2.948  -0.21
H: 4.527 -2.449 2.475  0.31
H: -4.021 1.269 3.897  0.41
H: 2.780 -0.737 0.691  0.50
H: 4.395 -3.146 -0.524  0.34
H: -2.821 5.198 2.551  0.41
H: -0.461 2.652 3.514  -0.15
H: 2.373 3.781 4.269  0.26
H: 1.152 2.019 -4.555  0.45

Output
E_LUMO = 0.002 Ha
highest occupied orbital energy = -6.145 eV
gap between HOMO and LUMO = 6.2 eV

---

2.
Computed, not measured: a molecular structure, C38H57N6O9PSSiY at a distorted geometry, with the ωB97M-V functional and the def2-TZVPD basis.

Each line ends with the Mulliken charge.
CARTESIAN COORDINATES (ANGSTROEM)
Y: 0.170 0.182 -0.332  -1.01
S: 0.945 2.011 -3.430  -0.44
P: -1.718 -1.963 -2.068  0.11
Si: 3.585 -3.008 -3.064  -0.44
O: -2.808 0.973 -1.655  0.20
O: -3.087 -2.607 -2.703  -0.40
O: -1.545 2.785 -1.302  -0.59
O: 2.014 -0.733 1.208  -0.66
O: -1.017 -1.246 -3.332  0.16
O: -0.834 -3.334 -2.067  -0.32
O: -0.907 -1.499 1.014  0.71
O: 1.282 2.065 0.265  1.20
O: 2.802 4.366 -0.278  -0.43
N: 2.902 -2.254 2.614  0.36
N: 3.534 1.283 -3.095  0.71
N: -0.942 1.021 1.662  0.91
N: 4.277 -0.868 1.320  0.54
N: 3.310 3.396 -3.480  0.36
N: -1.922 0.198 2.224  -1.10
C: 2.611 -4.059 -4.269  -0.90
C: 1.350 5.587 1.092  -0.54
C: 4.450 0.242 0.403  -0.21
C: -0.578 -1.966 -4.492  0.27
C: 0.239 5.720 1.925  -0.95
C: 2.597 2.241 -3.334  -0.08
C: 2.538 -1.753 -2.284  0.07
C: -5.082 -2.384 3.154  -0.65
C: 0.950 3.192 0.801  0.32
C: 3.017 -1.250 1.687  0.00
C: -3.868 1.881 -1.915  -1.03
C: -0.035 -0.974 -5.491  -1.11
C: 3.729 3.305 -0.081  -0.41
C: 5.004 -2.187 -3.987  -1.10
C: -4.256 -1.772 -2.698  -0.09
C: -2.602 -3.329 2.373  0.08
C: -0.150 3.338 1.688  1.37
C: -4.114 -1.498 2.710  -0.52
C: -0.487 4.590 2.223  -0.79
C: -1.001 2.232 2.077  -1.20
C: -0.911 -4.178 -0.919  0.09
C: 1.582 -2.665 3.055  -0.72
C: 1.705 4.370 0.557  -0.34
C: 4.045 -2.852 3.268  -0.77
C: -1.563 1.574 -1.299  0.60
C: -4.814 -3.747 3.213  -0.37
C: 4.324 -4.113 -1.733  -0.52
C: -2.864 -1.965 2.309  0.30
C: 0.473 -4.718 -0.633  -0.89
C: -1.806 -1.030 1.804  -0.25
C: -3.567 -4.217 2.826  -0.88
C: 4.666 3.140 -3.344  -0.96
C: -4.336 -0.939 -3.960  -0.93
C: 1.786 -0.999 -1.668  1.89
C: 4.803 1.823 -3.098  -0.32
C: 5.489 -1.489 1.816  -0.69
C: 5.219 -2.894 2.312  -0.49
C: 2.708 4.705 -3.641  -0.94
H: 1.413 -2.385 4.099  0.30
H: 5.601 -2.937 -4.514  0.36
H: -0.035 6.686 2.331  0.37
H: -1.623 -3.682 2.072  0.31
H: 4.698 3.666 -0.428  0.33
H: 5.171 -4.690 -2.114  0.46
H: -3.474 -0.274 -4.028  0.02
H: 6.217 -1.503 1.001  0.35
H: -1.424 -2.527 -4.901  0.42
H: -1.626 -4.982 -1.118  0.31
H: 4.671 -3.500 -0.896  -0.23
H: -3.696 2.449 -2.832  0.29
H: 1.966 6.441 0.836  0.47
H: 3.437 2.421 -0.645  -0.45
H: 3.486 0.704 0.217  -0.82
H: 1.655 4.551 -3.869  0.29
H: 4.637 -1.466 -4.723  0.31
H: -0.793 -0.235 -5.757  0.35
H: -5.242 -0.327 -3.951  0.41
H: 0.190 -2.676 -4.187  -0.38
H: 5.924 -0.882 2.622  0.36
H: 4.860 -0.103 -0.550  0.18
H: 5.402 3.920 -3.426  0.46
H: 2.209 -3.450 -5.082  0.21
H: 4.972 -3.542 1.468  0.06
H: 5.668 -1.658 -3.297  0.26
H: 3.577 -4.811 -1.345  0.26
H: -3.347 -5.277 2.873  0.39
H: 6.106 -3.296 2.804  0.41
H: 1.158 -3.890 -0.440  -0.19
H: 1.485 -3.750 2.967  0.42
H: -5.574 -4.438 3.558  0.37
H: 5.685 1.231 -2.931  0.44
H: -4.305 -0.435 2.658  0.44
H: -1.782 2.460 2.804  0.17
H: 1.769 -4.539 -3.764  0.19
H: -5.106 -2.451 -2.621  0.41
H: 0.813 -0.436 -5.067  -0.01
H: 4.315 -2.299 4.179  0.25
H: -6.055 -2.011 3.452  0.38
H: 0.849 -5.286 -1.488  0.32
H: 5.130 0.982 0.839  0.51
H: 3.244 0.339 -2.837  -0.51
H: -4.362 -1.582 -4.842  0.34
H: -1.268 -3.595 -0.068  -0.39
H: 0.454 -5.377 0.239  0.54
H: -4.244 -1.130 -1.812  0.03
H: 3.800 3.038 0.978  0.53
H: -3.987 2.596 -1.099  0.31
H: -4.777 1.287 -2.020  0.23
H: 3.192 5.236 -4.461  0.36
H: 3.764 -3.860 3.579  0.44
H: 2.789 5.270 -2.714  0.30
H: 0.279 -1.497 -6.399  0.41
H: 3.244 -4.839 -4.704  0.44
H: 0.827 -2.191 2.434  -0.34
H: -1.350 4.649 2.878  0.36

Output
E_LUMO = 0.083 Ha
highest occupied orbital energy = -4.471 eV
total charge = -1
gap between HOMO and LUMO = 6.7 eV

---

3.
Computed, not measured: a molecular structure, C38H58As3Cl3N5NiO5PS at a distorted geometry, with the ωB97M-V functional and the def2-TZVPD basis.

Each line ends with the Löwdin spin population.
CARTESIAN COORDINATES (ANGSTROEM)
As: 3.252 0.720 1.005  -0.01
As: 3.600 -4.430 2.940  0.00
As: 0.633 -0.023 2.963  0.00
Ni: 0.785 0.734 0.581  0.94
Cl: -5.892 -3.384 -1.999  0.00
Cl: -4.922 0.579 -5.451  0.00
Cl: -4.161 4.244 -4.210  0.00
S: -6.437 2.916 -2.777  0.00
P: -1.679 1.789 1.839  0.00
O: -2.074 3.213 1.162  0.00
O: -2.204 1.665 -4.243  0.00
O: -1.521 0.837 0.501  0.00
O: -3.159 1.212 2.281  0.00
O: 1.030 -1.342 0.424  0.00
N: 0.478 4.959 0.244  0.00
N: 0.920 0.865 -1.514  0.01
N: 0.742 2.838 0.710  0.02
N: 1.078 -2.090 -0.706  0.00
N: 0.218 0.526 -3.570  0.00
C: -0.892 -1.119 3.528  0.00
C: -2.544 1.860 -2.880  0.00
C: 1.144 1.526 -3.621  0.00
C: -4.306 -0.583 -4.336  0.00
C: 0.059 -2.979 -1.009  0.01
C: 4.797 -4.377 1.372  0.00
C: 2.304 -2.851 -2.608  0.00
C: 1.017 4.902 1.494  0.00
C: -4.762 3.005 -3.207  0.00
C: 3.439 -1.264 3.358  0.00
C: 0.594 1.229 4.486  0.00
C: -2.507 -1.705 -3.250  0.00
C: 1.939 -1.340 3.656  0.00
C: 3.803 -0.962 1.903  0.00
C: 4.051 -2.625 3.745  0.00
C: -3.403 -2.543 -2.612  0.00
C: 4.081 -0.199 4.255  0.00
C: 1.914 -4.258 1.907  0.00
C: -2.011 0.343 -4.723  0.00
C: -5.218 -1.423 -3.719  0.00
C: -4.021 1.998 -2.652  0.00
C: 0.322 3.698 -0.187  0.00
C: -6.129 1.512 -1.833  0.00
C: -3.236 3.434 0.379  0.00
C: 0.112 0.167 -2.281  0.00
C: -2.113 -0.458 0.418  0.00
C: -0.492 0.000 -4.707  0.00
C: 4.283 2.137 1.924  0.00
C: 2.230 -2.110 -1.474  0.01
C: 0.112 -3.727 -2.143  0.00
C: -3.882 1.852 3.319  0.00
C: -2.931 -0.673 -4.083  0.00
C: -4.763 -2.380 -2.823  0.00
C: 1.582 1.722 -2.343  0.00
C: 4.512 0.632 -0.527  0.00
C: -4.824 1.142 -1.862  0.00
C: 1.215 -3.652 -3.015  0.01
C: 1.169 3.577 1.772  0.00
H: 1.573 1.674 4.654  0.00
H: 4.061 -0.495 5.302  0.00
H: 4.977 1.611 -0.644  0.00
H: -3.828 4.212 0.860  0.00
H: 5.120 -0.042 3.970  0.00
H: 1.810 -1.339 4.747  0.00
H: 3.996 0.383 -1.452  0.00
H: -2.938 -0.549 1.120  0.00
H: 3.022 -1.478 -1.106  0.00
H: -1.458 -1.895 -3.096  0.00
H: 0.224 5.797 -0.255  0.00
H: 1.249 5.782 2.057  0.00
H: 4.586 -3.541 0.710  0.00
H: 5.141 -2.574 3.649  0.00
H: -2.293 0.410 -5.784  0.00
H: -6.939 1.037 -1.318  0.00
H: 1.917 -5.049 1.158  0.00
H: 3.852 -2.770 4.813  0.00
H: 3.378 -1.739 1.267  0.00
H: 2.314 2.413 -1.967  0.00
H: 3.872 2.409 2.891  0.00
H: -3.831 2.526 0.275  0.00
H: -1.355 -1.212 0.637  0.00
H: -0.542 -0.600 -1.929  0.00
H: -4.448 0.279 -1.345  0.00
H: 1.553 3.114 2.662  0.00
H: 5.293 -0.108 -0.335  0.00
H: -4.704 2.419 2.876  0.00
H: -3.250 2.524 3.902  0.00
H: 1.559 -2.292 3.286  0.00
H: 4.269 3.020 1.284  0.00
H: 1.048 -4.423 2.545  0.00
H: 1.400 2.014 -4.539  0.00
H: 1.808 -3.306 1.400  0.00
H: -6.271 -1.323 -3.925  0.00
H: 5.315 1.806 2.052  0.00
H: 5.834 -4.321 1.699  0.00
H: 0.306 0.688 5.388  0.00
H: -0.700 -4.398 -2.375  0.00
H: 4.678 -5.302 0.809  0.00
H: 4.898 -0.997 1.823  0.00
H: 3.209 -2.844 -3.197  0.00
H: -2.145 1.068 -2.246  0.00
H: -0.344 -1.079 -4.782  0.00
H: -0.733 -3.046 -0.284  0.00
H: -0.962 -1.999 2.892  0.00
H: -0.126 2.024 4.295  0.00
H: -0.724 -1.445 4.558  0.00
H: -1.828 -0.570 3.482  0.00
H: -2.499 -0.595 -0.594  0.00
H: -4.286 1.078 3.977  0.00
H: -3.051 -3.312 -1.946  0.00
H: 1.252 -4.226 -3.924  0.00
H: 3.542 0.743 4.161  0.00
H: -0.041 0.464 -5.586  0.00
H: -0.098 3.448 -1.139  0.00
H: -2.053 2.805 -2.617  0.00
H: -2.934 3.779 -0.610  0.00

Output
⟨S²⟩ = 0.7580
2S+1 = 2
E_LUMO (spin up / spin down) = -0.108 / -0.109 Ha
highest occupied orbital energy (spin up / spin down) = -8.296 / -7.710 eV
total charge = +1
gap between HOMO and LUMO (spin up / spin down) = 5.4 / 4.8 eV

---

4.
Computed, not measured: a molecular structure, C38H58ClF3N3O10W at a distorted geometry, with the ωB97M-V functional and the def2-TZVPD basis.

Each line ends with the Mulliken charge.
CARTESIAN COORDINATES (ANGSTROEM)
W: -1.416 0.046 1.322  3.03
Cl: -1.200 1.344 4.323  2.28
F: -2.914 1.945 -3.503  -0.27
F: -3.155 3.292 -1.847  -0.18
F: -4.352 1.429 -1.987  -0.21
O: -1.263 -1.041 -0.160  1.00
O: -0.336 1.550 1.120  0.57
O: -1.797 0.703 5.436  -0.68
O: -1.986 2.365 3.729  -0.57
O: -3.184 0.314 1.851  -0.40
O: -0.882 1.155 -1.768  -0.48
O: -2.423 1.090 -0.185  -1.61
O: 0.124 1.786 4.548  -0.67
O: -1.062 0.179 3.311  -1.56
O: -5.219 0.106 1.004  -0.50
N: -5.592 3.157 1.096  -0.65
N: 0.750 -0.762 1.618  0.34
N: -1.796 -1.906 2.283  0.18
C: 0.904 -4.032 -1.963  0.14
C: 5.034 3.421 0.567  2.11
C: 0.693 -2.063 2.382  -1.13
C: 0.918 2.181 1.138  0.41
C: 5.246 4.678 1.338  -1.54
C: 0.822 -1.983 -0.649  0.35
C: 0.571 5.782 0.591  -1.92
C: -0.588 -2.020 -0.816  -0.34
C: -1.974 1.399 -1.376  -0.17
C: 1.974 1.404 1.598  0.80
C: -1.220 -2.859 -1.717  0.42
C: -4.431 2.411 1.632  0.59
C: 0.125 4.399 0.056  2.34
C: -2.558 -2.630 -2.499  2.17
C: -0.587 -2.765 2.170  -0.80
C: 1.800 -5.232 -2.495  1.72
C: 0.044 4.519 -1.464  -1.95
C: -3.122 2.008 -2.199  0.70
C: 2.096 -5.110 -4.024  -1.50
C: -2.878 -2.552 1.466  -1.68
C: 1.208 3.406 0.467  -0.93
C: 5.421 3.774 -0.857  -1.70
C: 3.293 1.804 1.391  -0.76
C: -4.406 0.891 1.358  0.03
C: -2.294 -2.011 3.684  -1.24
C: -0.448 -3.985 -2.174  -1.21
C: -3.523 -3.795 -2.427  -1.84
C: 1.552 -3.023 -1.273  -1.00
C: 3.170 -5.417 -1.782  -2.03
C: 3.608 2.951 0.718  0.00
C: -1.281 4.108 0.584  -0.90
C: 1.023 -6.443 -2.219  -1.59
C: -3.315 -1.373 -2.151  -1.50
C: 1.426 -0.957 0.283  -1.31
C: 1.625 0.209 2.385  -1.47
C: -2.120 -2.397 -3.933  -1.61
C: 2.565 3.738 0.297  -0.70
C: 6.104 2.487 1.100  -1.99
H: 2.441 -0.413 2.734  0.88
H: -5.369 3.721 0.280  0.25
H: 1.612 -2.581 2.162  0.59
H: -0.116 -6.372 -2.382  0.22
H: -1.527 -1.496 -3.841  0.48
H: -4.490 -3.490 -2.904  0.46
H: 1.349 6.363 0.117  0.38
H: -2.784 -2.355 0.412  0.43
H: 2.581 -3.012 -1.121  0.73
H: 3.064 -5.335 -0.692  0.43
H: -1.537 -1.894 4.418  0.52
H: -3.671 -1.367 -1.078  0.04
H: 2.845 -5.801 -4.416  0.44
H: 1.031 0.545 3.184  -0.06
H: -1.959 4.921 0.215  0.65
H: 1.342 -7.274 -2.883  0.41
H: 1.445 0.004 -0.182  0.38
H: -2.901 -3.587 1.736  0.61
H: 3.902 -4.679 -1.986  0.46
H: 5.099 2.977 -1.560  0.34
H: 6.209 5.100 0.986  0.43
H: -0.300 6.471 0.344  0.43
H: 4.077 1.173 1.865  0.48
H: -2.574 -3.079 3.758  0.48
H: -1.472 -3.198 -4.367  0.31
H: -3.041 -1.287 3.861  0.17
H: -6.043 3.708 1.807  0.29
H: -4.187 -1.303 -2.811  0.93
H: -3.162 -4.590 -3.089  0.43
H: 4.452 5.433 1.260  0.30
H: 6.485 3.976 -0.953  0.48
H: 2.742 4.693 -0.124  0.81
H: -3.413 2.729 1.364  -0.56
H: 6.068 1.411 0.839  0.34
H: -0.051 3.589 -1.915  0.37
H: 7.130 2.846 0.879  0.38
H: 5.296 4.533 2.445  0.36
H: -4.433 2.490 2.697  0.66
H: 0.593 -1.785 3.464  0.52
H: -2.941 -2.079 -4.611  0.40
H: 1.130 -5.114 -4.567  0.34
H: -0.667 -3.551 2.939  0.70
H: 2.470 -1.278 0.550  0.59
H: 0.788 5.707 1.660  0.43
H: 1.179 -6.702 -1.210  0.45
H: -3.774 -4.117 -1.399  0.22
H: 3.575 -6.427 -2.108  0.40
H: -0.859 -4.686 -2.900  0.69
H: 2.441 -4.063 -4.230  0.32
H: 6.160 2.532 2.188  0.45
H: -2.675 -0.503 -2.410  -0.24
H: -1.748 3.185 0.226  -0.72
H: -0.801 5.189 -1.675  0.49
H: -3.794 -2.078 1.845  0.45
H: 0.933 4.982 -1.935  0.37
H: 4.920 4.714 -1.174  0.34
H: -1.307 4.186 1.666  0.41
H: -0.540 -3.359 1.241  0.08

Output
E_LUMO (spin up / spin down) = -0.165 / -0.165 Ha
highest occupied orbital energy (spin up / spin down) = -11.486 / -11.486 eV
total charge = +1
gap between HOMO and LUMO (spin up / spin down) = 7.0 / 7.0 eV

---

Sequential calculated total energy output: -3408.99269; -3555.53323; -12468.26482; -3225.88061 Ha